16
Properties=species:S:1:pos:R:3:forces:R:3:lowdin_charge:R:1 method="wB97M-V/def2-TZVPD" homo_energy_ev=-10.36 e_above_lowest_kj_mol=531.35 lumo_energy_ha=-0.0215 gap_ev=9.77 total_energy_ha=-475.04662
H 2.568 -2.026 -1.345 -0.9977 2.7817 -3.1773 0.200
N 2.163 -1.102 -2.052 0.9604 -2.0790 0.5168 0.149
C 1.077 -0.971 -1.453 3.1256 -1.6945 3.5926 -0.253
O 1.193 -2.078 -0.331 -1.9097 0.9187 -0.4986 -0.107
C 0.476 0.311 -0.891 -0.5582 0.5692 -0.4675 -0.321
O 1.048 1.358 -1.067 -0.4325 -0.6696 0.0178 0.153
C -0.734 0.159 -0.006 -0.2827 -0.1633 -0.1622 -0.178
C -0.476 0.318 1.518 0.1297 -0.2280 0.0209 -0.139
O -1.290 1.489 1.584 0.0130 0.0086 0.1841 -0.092
C -1.589 1.425 0.182 -0.0859 0.2188 -0.3067 -0.126
H 1.063 -1.750 0.564 -0.2699 0.1593 0.1811 0.057
H -1.307 -0.737 -0.270 0.2531 0.1811 0.0571 0.149
H -0.874 -0.505 2.127 0.0771 0.1937 -0.0974 0.125
H 0.569 0.518 1.797 -0.2009 0.0171 -0.0596 0.131
H -1.226 2.312 -0.355 -0.0602 -0.2507 0.1376 0.127
H -2.662 1.280 -0.004 0.2389 0.0369 0.0612 0.125